# 1
Formula: C4H6O
Source: the Open Molecules 2025 dataset
Level of theory: ωB97M-V/def2-TZVPD

The calculation puts the HOMO-LUMO gap at 10.62 eV. As for the energy above the lowest of the compared OMol25 structures with the same formula, charge and spin: 163.62 kJ/mol. The molecular weight comes out at 70.09 g mol⁻¹. Its largest force on an atom is 0.47 eV/Å.

Geometry as XYZ:
```
11
Properties=species:S:1:pos:R:3:forces:R:3
C -1.206410 -0.388506 -0.134945 -0.1 -0.1 -0.1
C 0.008156 -0.119243 0.725564 0.0 -0.1 0.3
C 1.303586 -0.244265 -0.054129 0.2 -0.3 0.1
O 0.748020 0.497971 -1.161455 0.0 0.1 -0.1
C -0.398317 0.827796 -0.379342 -0.3 0.3 0.0
H -2.118631 -0.209520 0.431486 0.1 -0.1 -0.2
H -1.263015 -1.181427 -0.874989 0.1 0.1 0.0
H -0.121555 -0.137496 1.798810 0.2 0.4 -0.1
H 1.669902 -1.245020 -0.312077 -0.1 0.1 -0.2
H 2.127225 0.344034 0.373359 -0.2 -0.2 0.1
H -0.748960 1.855676 -0.412281 0.0 -0.2 0.1
```
Positions in Å, forces in eV/Å.



# 2
Formula: C20H58N6O4P3
Source: the Open Molecules 2025 dataset
Level of theory: ωB97M-V/def2-TZVPD

The calculation puts the HOMO-LUMO gap at 5.88 eV. As for the energy above the lowest of the compared OMol25 structures with the same formula, charge and spin: 158.75 kJ/mol. The molecular weight comes out at 539.64 g mol⁻¹. Its largest force on an atom is 6.11 eV/Å. The total charge is -1.

Geometry as XYZ:
```
91
Properties=species:S:1:pos:R:3:forces:R:3
C -4.885216 1.889776 1.698686 -0.9 0.2 0.0
C -5.261402 1.408236 0.302548 0.6 0.6 -0.5
C -4.078679 1.696934 -0.626840 0.6 -0.6 0.4
C -2.857721 0.804338 -0.241076 -1.0 0.3 -1.0
O -2.251926 0.338741 -1.408804 0.4 0.3 0.3
P -0.494381 0.221666 -1.386353 0.5 -0.5 -1.1
O -0.530234 -0.564561 0.180025 0.1 0.5 0.5
C 1.422746 0.167932 -1.538369 0.2 -0.1 0.3
C 1.886970 -0.866635 -2.561458 -0.4 0.8 -0.2
C 2.186809 0.073365 -0.205364 0.8 0.1 -0.7
C 2.512686 -1.345828 0.287510 -0.6 0.2 0.9
H -5.747411 1.824355 2.366682 0.1 -0.2 0.2
H -4.638580 2.950792 1.633883 0.2 0.0 0.1
H -4.048539 1.340931 2.119617 0.1 -0.1 0.0
H -6.127635 1.961323 -0.071811 -0.2 -0.1 0.2
H -5.489887 0.343205 0.284041 -0.1 -0.1 0.1
H -3.758724 2.736955 -0.517495 -0.2 0.2 -0.1
H -4.292855 1.522694 -1.679422 -0.1 -0.1 0.0
H -2.186772 1.419239 0.362807 0.2 -0.3 0.2
H -3.260103 -0.039377 0.335056 0.3 0.0 0.3
H -0.583193 -1.096502 -2.021467 -0.2 0.0 0.1
H -0.503626 0.826626 -2.718702 0.0 0.0 0.0
H -0.370336 1.529161 -0.778251 -0.3 -0.2 0.5
H -0.468428 -1.511496 0.057369 -0.1 -0.2 -0.3
H 1.705905 1.134246 -1.973117 -0.3 0.2 0.1
H 1.423029 -0.575166 -3.508709 -0.1 -0.2 -0.1
H 2.967639 -0.812745 -2.722125 0.1 -0.3 0.1
H 1.541263 -1.871243 -2.329620 0.2 -0.2 0.0
H 1.687779 0.668747 0.555682 -0.2 -0.1 0.1
H 3.148831 0.576457 -0.369747 0.1 0.0 0.1
H 2.160283 -1.437644 1.318340 0.0 -0.1 0.1
H 3.580098 -1.560768 0.317410 0.1 -0.1 -0.3
H 1.985800 -2.124818 -0.257071 0.1 0.0 -0.2
O 5.342439 2.558962 -1.174703 2.5 -1.4 1.1
P 6.367362 2.987991 -2.182033 -2.7 2.9 -3.4
N 6.356746 4.702318 -1.984835 0.2 0.3 -0.7
C 5.290226 5.544206 -2.492702 -0.3 -0.2 0.0
C 6.833768 5.129937 -0.679533 0.3 -0.4 0.2
N 5.646761 2.393232 -3.606696 -0.5 -0.4 0.2
C 5.366803 3.168662 -4.792915 0.6 0.1 -0.3
C 4.625732 1.353359 -3.440678 -0.2 0.1 0.3
N 7.969187 2.990831 -2.957836 0.6 -1.3 2.2
C 8.924483 2.096706 -2.287454 -0.2 -0.3 -0.2
C 8.650475 4.197249 -3.385666 -0.1 0.5 0.2
H 5.634753 6.582335 -2.521430 0.0 0.0 0.2
H 4.374095 5.495050 -1.889828 0.0 0.0 0.0
H 5.037738 5.294006 -3.520221 0.0 -0.1 0.1
H 7.910407 4.935059 -0.582866 -0.1 0.0 0.1
H 6.321244 4.611036 0.139079 0.0 0.1 0.0
H 6.688417 6.201319 -0.545728 0.0 0.0 -0.2
H 4.442794 3.751434 -4.691222 0.0 0.0 -0.1
H 5.238593 2.505920 -5.653016 0.0 -0.1 0.1
H 6.186153 3.841259 -5.055308 0.0 0.1 0.2
H 3.647494 1.766843 -3.174790 0.0 -0.1 0.0
H 4.915401 0.639602 -2.675923 -0.1 0.1 0.1
H 4.519976 0.795135 -4.373421 0.1 0.1 -0.1
H 9.265578 2.501731 -1.325951 0.1 0.0 0.0
H 9.798944 1.918860 -2.916427 0.0 0.1 -0.1
H 8.457903 1.125745 -2.097048 0.0 0.0 0.0
H 9.067355 4.785243 -2.556793 0.0 0.0 0.0
H 8.003383 4.845268 -3.969365 -0.1 0.0 0.1
H 9.478469 3.900776 -4.037184 0.0 -0.2 0.1
O -5.476091 -2.053063 2.097043 0.1 2.1 2.7
P -5.490482 -3.082867 3.199931 -0.3 -4.9 -3.7
N -4.165470 -4.041829 2.649729 0.0 -0.9 0.3
C -4.235584 -4.892638 1.477104 -0.2 0.2 -0.3
C -2.879757 -3.358151 2.764667 -0.2 0.4 0.4
N -7.050645 -3.732986 2.905270 -0.4 0.6 -0.1
C -7.346898 -5.107023 2.579029 0.0 -0.3 0.6
C -7.995632 -2.846186 2.233537 0.2 0.1 -0.3
N -5.445329 -3.869814 4.803920 0.4 2.5 0.9
C -5.320359 -2.903300 5.905576 -0.4 0.1 0.0
C -4.648310 -5.044935 5.102869 0.5 -0.1 -0.3
H -3.408065 -5.607315 1.504329 0.1 0.1 0.0
H -4.184973 -4.335381 0.533124 0.0 0.0 0.0
H -5.140197 -5.496550 1.472526 0.0 0.1 0.0
H -2.605117 -3.239285 3.821974 0.0 0.1 0.0
H -2.893291 -2.364814 2.304284 0.1 0.0 -0.1
H -2.089198 -3.937329 2.290553 -0.1 -0.1 0.0
H -7.168770 -5.323191 1.517736 0.0 0.0 0.0
H -8.400332 -5.323653 2.782125 0.0 0.1 0.0
H -6.776730 -5.811334 3.186276 0.2 0.1 0.0
H -7.839813 -2.821355 1.147948 0.0 0.1 0.0
H -7.914425 -1.831232 2.611298 0.1 0.0 -0.1
H -9.016027 -3.186144 2.429835 0.1 -0.1 0.1
H -4.313818 -2.471992 5.963464 0.0 0.0 0.1
H -5.550694 -3.372710 6.864235 0.0 -0.1 0.0
H -6.030444 -2.082386 5.765615 0.0 0.0 0.0
H -3.574779 -4.836600 5.191553 0.0 -0.1 0.0
H -4.781860 -5.827372 4.361963 0.0 0.1 -0.1
H -4.993783 -5.447575 6.061129 -0.1 0.2 0.0
```
Positions in Å, forces in eV/Å.



# 3
Formula: C4H5O3
Source: the Open Molecules 2025 dataset
Level of theory: ωB97M-V/def2-TZVPD

The calculation puts the HOMO-LUMO gap at 10.03 eV. As for the energy above the lowest of the compared OMol25 structures with the same formula, charge and spin: 206.48 kJ/mol. The molecular weight comes out at 101.08 g mol⁻¹. Its largest force on an atom is 6.08 eV/Å. The total charge is +1.

Geometry as XYZ:
```
12
Properties=species:S:1:pos:R:3:forces:R:3
C -1.081250 -0.833321 -1.905714 -0.7 0.6 -2.9
C -0.367569 0.281314 -2.167895 0.2 -0.4 -1.0
C -0.047814 -0.117885 -0.018895 -3.7 -3.7 -0.5
C 0.779352 0.395196 2.248145 4.0 -0.7 2.8
O -1.055085 -1.213834 -0.664715 3.5 2.9 4.1
O 0.318606 0.631030 -0.962013 0.0 0.1 1.3
O -0.016319 -0.216534 1.247235 -0.5 -0.2 -1.8
H -1.714414 -1.470855 -2.576021 0.8 1.0 0.6
H -0.082294 0.920357 -3.023389 -0.4 -0.8 0.8
H 0.428200 0.361148 3.307685 -1.1 -0.7 -1.4
H 1.032300 1.418045 2.137406 -0.2 1.0 -1.1
H 1.806287 -0.154662 2.378170 -1.9 0.7 -0.9
```
Positions in Å, forces in eV/Å.



# 4
Formula: C38H46N2NaS4Sb3
Source: the Open Molecules 2025 dataset
Level of theory: ωB97M-V/def2-TZVPD

The calculation puts the HOMO-LUMO gap at 4.87 eV. As for the energy above the lowest of the compared OMol25 structures with the same formula, charge and spin: 72.02 kJ/mol. The molecular weight comes out at 1047.34 g mol⁻¹. Its largest force on an atom is 0.67 eV/Å. The total charge is -2.

Geometry as XYZ:
```
94
Properties=species:S:1:pos:R:3:forces:R:3
Na 0.577220 1.809228 1.313453 -0.1 -0.3 0.2
C 2.654984 0.684835 3.741316 -0.2 -0.1 -0.1
C 1.540021 -0.263669 3.357341 0.0 0.0 0.1
C 0.218489 0.020578 3.700203 0.2 0.0 0.1
C -0.806905 -0.862400 3.386896 0.0 0.0 0.0
C -0.522684 -2.044780 2.722326 0.0 0.0 0.0
C 0.787357 -2.331814 2.358713 0.0 0.0 0.0
C 1.809217 -1.449046 2.676123 0.0 0.0 0.0
H 2.419635 1.712859 3.455778 0.1 0.0 0.0
H 3.587604 0.405419 3.249875 0.0 0.0 0.0
H 2.816735 0.666577 4.822004 0.0 0.0 0.0
H -0.012618 0.944707 4.219522 0.0 0.0 -0.1
H -1.826427 -0.610053 3.650192 0.0 0.0 -0.1
H -1.323586 -2.726186 2.461507 0.0 0.0 0.0
H 1.007232 -3.235373 1.802448 0.0 0.0 0.0
H 2.826888 -1.673501 2.372525 0.0 0.0 0.0
C -1.329568 -2.240364 -3.119768 0.2 0.0 0.0
C 0.109887 -2.074924 -3.663875 -0.1 0.2 0.0
C 0.418192 -0.687414 -4.240992 0.1 -0.2 0.0
Sb 0.582950 1.086913 -2.954184 0.3 0.0 -0.4
C 2.491146 -0.453383 -1.911773 -0.2 -0.2 -0.1
C 2.506192 -1.458930 -0.930798 0.1 0.0 0.0
C 3.570738 -2.343892 -0.762361 0.0 0.1 0.0
C 4.692242 -2.246363 -1.581602 0.0 0.1 0.0
C 4.721243 -1.264657 -2.566141 0.0 0.0 0.0
C 3.635581 -0.401227 -2.716856 0.0 0.0 0.0
C -1.170830 1.988209 -4.071689 -0.1 0.0 0.3
C -2.426358 1.418718 -4.284591 0.0 0.1 -0.1
C -3.444274 2.109060 -4.934407 0.1 0.0 0.0
C -3.225898 3.402694 -5.386810 0.0 0.0 0.0
C -1.983953 3.992949 -5.190965 0.0 0.0 0.0
C -0.976161 3.289493 -4.539926 0.0 -0.1 0.0
Sb -1.359830 -2.635187 -1.003679 -0.3 -0.4 0.0
C -2.168004 -4.690451 -1.134589 0.1 -0.1 0.1
C -2.033550 -5.463290 0.025153 -0.1 0.0 -0.1
C -2.520928 -6.764146 0.102113 0.0 0.1 0.0
C -3.150464 -7.333384 -0.997656 0.0 0.1 0.0
C -3.287670 -6.590349 -2.163318 0.0 0.0 0.0
C -2.801031 -5.287431 -2.226215 0.0 0.0 0.1
C -3.319696 -1.840401 -0.611937 0.0 0.1 0.0
C -3.508747 -0.977006 0.467881 0.0 0.0 -0.1
C -4.719466 -0.321947 0.653039 0.0 -0.1 0.0
C -5.761549 -0.531908 -0.239457 0.0 0.0 0.0
C -5.591634 -1.398733 -1.309846 0.0 0.0 0.0
C -4.375613 -2.048659 -1.495906 0.0 0.0 0.1
H -1.855789 -3.040332 -3.642588 0.0 0.0 0.0
H -1.906249 -1.328542 -3.249408 0.0 0.1 0.0
H 0.271079 -2.823052 -4.448201 0.0 0.0 0.0
H 0.850709 -2.288589 -2.891885 0.0 0.0 0.0
H -0.289879 -0.438772 -5.036307 0.0 0.0 0.1
H 1.419096 -0.719432 -4.690564 -0.1 0.0 0.0
H 1.654729 -1.549885 -0.260186 0.0 0.0 0.0
H 3.528878 -3.113567 0.004693 0.0 0.0 0.0
H 5.531345 -2.921344 -1.453385 0.0 0.0 0.0
H 5.589876 -1.176576 -3.212896 0.0 0.0 0.0
H 3.682640 0.353398 -3.508484 0.0 0.0 0.0
H -2.642004 0.424029 -3.914784 0.0 0.0 0.1
H -4.419784 1.648484 -5.052341 0.0 0.0 0.0
H -4.027270 3.956857 -5.863301 0.0 0.0 0.0
H -1.811042 5.013972 -5.518322 0.0 0.0 0.0
H -0.019982 3.773710 -4.362195 0.0 0.1 0.0
H -1.533312 -5.034664 0.890926 0.0 0.0 0.0
H -2.407090 -7.333545 1.018648 0.0 0.0 0.0
H -3.532914 -8.346411 -0.946055 0.0 0.0 0.0
H -3.776580 -7.026676 -3.028124 0.0 0.0 0.0
H -2.922851 -4.732533 -3.150652 0.0 0.0 0.0
H -2.684159 -0.759733 1.139207 0.0 0.1 0.0
H -4.820516 0.390548 1.462308 0.0 0.0 0.0
H -6.690380 0.015544 -0.124632 0.0 0.0 0.0
H -6.396366 -1.545485 -2.022609 0.0 0.0 0.0
H -4.249813 -2.711663 -2.346601 0.0 0.0 0.0
S -3.949192 2.924943 -1.219833 0.1 -0.1 -0.1
Sb -1.852516 2.614250 -0.417848 -0.6 0.4 0.0
S -1.848123 2.476737 1.905080 -0.2 -0.2 0.1
S -0.753889 0.435390 -0.991021 0.0 0.4 0.0
S -0.194818 4.091182 -1.036272 0.1 -0.1 0.0
C 3.997778 3.279766 -1.451054 0.0 0.1 0.0
C 3.690650 3.726502 -0.019614 0.0 0.0 0.0
C 3.275584 5.196220 -0.009927 -0.1 0.0 0.1
C 4.910447 3.534282 0.883765 0.0 0.0 0.0
N 2.547449 2.983661 0.562065 0.3 0.2 -0.2
N 2.640747 1.540440 0.455130 0.2 0.2 -0.3
H 4.802929 3.887814 -1.877015 0.0 0.0 0.0
H 3.104886 3.393384 -2.074045 0.1 0.0 0.0
H 4.303604 2.231123 -1.494392 0.0 0.1 0.0
H 4.073088 5.821580 -0.419894 0.0 0.0 0.0
H 3.052811 5.519363 1.010712 0.0 0.0 -0.1
H 2.371996 5.337662 -0.607397 0.0 0.0 0.0
H 5.699553 4.244239 0.619933 0.0 -0.1 0.0
H 5.327899 2.526016 0.796072 0.0 0.0 0.0
H 4.620068 3.700902 1.923754 0.0 0.0 0.0
H 1.722277 3.270976 0.008120 0.1 -0.1 0.1
H 3.585161 1.272456 0.702446 -0.1 -0.1 0.2
H 2.507652 1.210595 -0.508330 0.0 0.0 0.0
```
Positions in Å, forces in eV/Å.



# 5
Formula: C18H42
Source: the Open Molecules 2025 dataset
Level of theory: ωB97M-V/def2-TZVPD

The calculation puts the HOMO-LUMO gap at 11.12 eV. As for the energy above the lowest of the compared OMol25 structures with the same formula, charge and spin: 726.78 kJ/mol. As for the SMILES: CCCCCC.CCCCCC.CCCCCC. The molecular weight comes out at 258.53 g mol⁻¹. Its largest force on an atom is 12.34 eV/Å.

Geometry as XYZ:
```
60
Properties=species:S:1:pos:R:3:forces:R:3
C 2.642280 -2.040675 -0.316613 4.4 -0.4 0.9
C 1.239431 -1.803310 -0.378869 -4.3 -1.0 -2.5
C 0.379190 -3.074224 -0.033886 -0.2 -0.2 0.3
C -1.194126 -2.762202 -0.117674 3.0 -3.7 -3.0
C -2.049405 -4.057779 0.008697 -2.1 4.3 -2.9
C -3.583781 -3.701242 -0.218810 7.0 -2.0 -4.8
H 2.975753 -2.615107 0.623977 -0.3 1.7 -0.8
H 3.212500 -1.128279 -0.609152 -0.1 -0.2 1.3
H 3.162725 -2.674108 -1.040000 -1.2 -0.6 -0.7
H 0.944796 -1.360228 -1.422874 0.4 -1.2 1.4
H 0.769471 -1.067183 0.223993 0.6 1.2 1.2
H 0.605620 -3.446552 1.010250 0.0 0.6 -0.9
H 0.756559 -3.922220 -0.697223 -1.1 0.9 0.5
H -1.261982 -2.378560 -1.161765 -0.7 0.0 0.7
H -1.547959 -2.113322 0.534911 -0.9 3.6 3.1
H -1.947349 -4.619745 0.859539 0.7 -1.5 1.8
H -1.682008 -4.339187 -0.896352 0.8 -3.3 -2.2
H -4.155317 -4.464962 -0.287685 -3.6 -5.7 0.1
H -3.945964 -3.125165 -0.979533 0.3 1.9 -2.8
H -3.756507 -3.212784 0.523639 -2.8 5.5 9.0
C -1.373622 1.524594 -3.846089 0.4 2.3 -3.2
C -1.066079 1.534077 -2.345354 -1.4 -5.2 -2.6
C -2.361703 1.184117 -1.573596 0.4 2.0 1.2
C -2.126796 0.930803 -0.104603 1.4 0.3 0.7
C -3.424372 0.317286 0.495985 -0.3 3.5 -1.8
C -3.334104 0.339833 1.923785 -3.8 -3.1 4.2
H -0.452331 1.086482 -4.372323 -0.9 1.7 0.3
H -1.748268 2.627290 -4.250692 1.5 -2.6 0.8
H -2.097895 0.896506 -4.404905 -0.4 -0.2 1.7
H -0.644038 2.384171 -2.058285 1.5 3.9 1.1
H -0.130598 0.799198 -2.417772 -2.2 0.7 1.6
H -2.673592 0.225761 -1.938581 -0.9 -0.2 -0.7
H -3.208861 2.054500 -1.542876 2.0 -2.1 -1.1
H -1.708577 1.893647 0.456523 -1.0 -2.0 -1.0
H -1.287313 0.121441 -0.080720 -1.3 1.3 0.5
H -3.440080 -0.629746 0.066752 -0.5 -1.9 -0.5
H -4.426653 0.857531 0.215754 2.1 -0.7 -0.2
H -4.418113 0.298733 2.489016 2.6 0.5 -1.3
H -2.681018 0.961598 2.414465 1.0 2.8 0.6
H -2.887183 -0.552191 2.339983 0.1 -1.1 -0.2
C 0.572914 2.362554 2.830703 5.3 3.2 -4.0
C 1.894510 1.722409 3.218186 1.2 0.8 1.2
C 3.126438 2.087353 2.319309 -9.1 7.4 -3.9
C 2.991112 1.622790 0.870128 0.0 2.4 -1.3
C 4.100435 2.058111 -0.164259 3.2 -2.2 2.5
C 3.781846 1.748521 -1.623200 -3.5 -4.2 3.2
H 0.863852 3.481807 2.597210 -0.7 -1.7 0.3
H -0.313389 2.462236 3.261627 -3.4 -0.5 3.0
H 0.422415 1.960049 1.843226 -0.6 0.0 -0.6
H 1.795682 0.712706 2.896903 -0.1 -1.6 1.3
H 2.253937 1.994879 4.284010 -0.9 -1.2 -1.5
H 3.887940 1.729699 2.681667 8.1 -3.7 4.0
H 3.183365 3.292433 2.398672 0.3 -2.5 -0.4
H 2.008328 1.750669 0.408895 -0.2 1.2 0.2
H 2.909711 0.600165 0.893187 0.8 -3.0 0.1
H 5.119775 1.485136 0.294608 -2.4 1.4 -1.5
H 4.411889 3.123930 -0.128975 -0.6 -0.5 0.3
H 4.470613 1.899165 -2.295447 3.9 2.0 -3.3
H 2.910389 2.333546 -1.685251 -1.3 0.7 -1.4
H 3.535510 0.623044 -1.992233 0.0 2.2 1.7
```
Positions in Å, forces in eV/Å.